[1]
A cluster of 5 separate species, C8H24ClO4S in total. Source: the OMol25 dataset; level of theory: ωB97M-V with the def2-TZVPD basis set.

Results
Energy relative to the best compared isomer or geometry (same formula, charge and spin) (kJ/mol): 44.0
Net charge: -1
Multiplicity: 1
HOMO-LUMO gap (eV): 9.000
E_HOMO (eV): -5.773

Geometry as XYZ:
```
38
Properties=species:S:1:pos:R:3:forces:R:3:mulliken_charge:R:1
C 3.2520 -0.3785 0.4275 -1.4 -0.7 0.3 0.46
H 2.6860 -1.3595 0.0905 1.4 1.4 1.4 -0.13
C -2.8630 3.6385 0.1475 -2.0 2.6 -3.1 0.04
C 4.4780 -0.5415 1.3275 -5.2 1.2 2.5 -1.67
H -0.4900 -0.7085 0.5385 0.5 1.2 0.9 0.42
O 1.9610 -0.6855 -2.5555 1.3 -1.8 -1.3 -0.53
H 4.8810 -1.2945 0.9015 3.7 -5.2 -3.1 0.58
O -2.3360 2.7955 1.0465 0.1 -1.0 1.3 -0.32
C 1.6040 -1.9945 -2.1135 -3.9 0.8 -0.2 0.43
H -4.5870 4.2025 1.5185 0.8 -0.2 -0.3 0.25
C -3.3600 -1.1645 1.6845 2.0 -1.8 0.1 -0.93
S -2.8570 -1.0525 -0.1045 -0.2 -0.6 1.0 0.59
O -3.4420 -2.2885 -0.7045 -0.1 0.1 -0.2 -0.70
H -2.8490 4.9145 1.8945 -2.4 -0.6 -1.9 0.20
H 4.2650 -0.9675 2.3155 -0.3 0.7 0.2 0.35
H -0.5920 -1.7335 -0.9545 -2.1 1.2 2.9 -0.14
H 5.1230 0.2515 1.3525 1.3 2.2 0.1 0.41
C 2.6490 -3.0865 -2.2695 -1.2 3.9 3.9 -1.39
H 3.5980 0.0235 -0.4455 1.6 0.2 -3.0 0.32
H -1.6140 2.4695 0.5585 2.4 -1.8 -0.6 0.09
H 3.4540 -2.5985 -1.7465 1.0 -0.2 0.2 0.26
H -2.0620 4.2085 -0.5845 -1.6 -1.1 2.1 0.21
H 1.4000 -0.1385 -2.0375 -0.9 1.6 0.6 0.27
H -4.4150 -1.0665 1.8505 -0.5 0.0 -0.3 0.35
H -3.9940 5.5435 0.4965 0.4 -0.9 0.5 0.31
H 1.4140 -1.7655 -1.0055 -0.1 -1.5 -1.4 -0.17
H -2.8250 -0.4225 2.2495 0.2 0.6 0.1 0.33
H 0.4500 -2.2545 -2.6355 3.2 0.3 1.4 0.26
H -1.0060 -2.5465 0.6465 -0.6 2.6 -0.5 0.35
H 1.6070 0.8755 0.2285 1.3 -0.5 0.6 0.14
Cl 0.0620 1.6395 -0.7465 -0.2 -0.1 -0.2 -0.83
C -1.1290 -1.4505 0.1635 1.5 -4.8 -3.1 -0.54
H -2.9450 -2.1815 2.0675 -1.0 1.5 -0.8 0.28
O 2.3970 0.6255 0.8285 -2.0 0.9 1.5 -0.56
C -3.6690 4.6035 1.0385 1.5 2.3 0.7 -0.97
H 2.9560 -3.3605 -3.1615 1.1 -1.2 -4.5 0.47
H 2.3420 -3.8695 -1.6635 -0.6 -1.8 0.9 0.34
H -3.5430 3.1195 -0.6435 0.8 0.6 1.2 0.19
```
Positions in Å, forces in eV/Å.

---

[2]
A cluster of 2 separate species, C2H5NO2P in total. Source: the OMol25 dataset; level of theory: ωB97M-V with the def2-TZVPD basis set.

Results
Energy relative to the best compared isomer or geometry (same formula, charge and spin) (kJ/mol): 357.4
Net charge: -1
Multiplicity: 3
HOMO-LUMO gap (alpha / beta) (eV): 4.495 / 6.917
E_HOMO (alpha / beta) (eV): -0.720 / -3.913
Expectation value of S²: 2.01

Geometry as XYZ:
```
11
Properties=species:S:1:pos:R:3:forces:R:3:mulliken_charge:R:1
H -0.7621 -0.1361 0.8054 0.0 -0.2 0.2 0.02
C 1.3407 0.7616 0.3202 1.7 0.5 1.4 -0.77
H 2.8800 -0.6843 0.4388 1.4 -1.3 1.4 0.30
H 2.5220 0.0927 -1.1908 0.2 -0.7 0.0 0.21
H 0.7222 1.4065 -0.3113 0.6 -0.2 0.0 0.33
O -3.3554 -0.9081 -1.3415 -1.3 -0.4 -2.1 -0.79
P -1.1093 -0.1044 -0.5525 1.0 0.6 -1.0 -0.10
H 1.1734 0.9461 1.4068 -0.1 -0.6 -0.9 0.32
N -2.6579 -0.6594 -0.3246 0.1 -0.5 1.1 0.68
C 2.3394 -0.0248 -0.1263 -2.7 2.9 -1.7 -0.42
O -3.0929 -0.6899 0.8758 -0.9 0.1 1.6 -0.76
```
Positions in Å, forces in eV/Å.

---

[3]
A structure of composition C2H2EuO2. Source: the OMol25 dataset; level of theory: ωB97M-V with the def2-TZVPD basis set.

Results
Net charge: +1
Multiplicity: 7
HOMO-LUMO gap (alpha / beta) (eV): 7.475 / 7.231
E_HOMO (alpha / beta) (eV): -13.191 / -13.143
Expectation value of S²: 12.02

Geometry as XYZ:
```
7
Properties=species:S:1:pos:R:3:forces:R:3:mulliken_charge:R:1
C 0.4172 -0.2283 0.2626 2.4 -5.4 -2.1 -0.11
Eu 2.5550 1.2294 0.3692 -0.1 0.6 -0.2 1.63
H -0.9177 -1.2256 0.2121 0.3 0.7 0.1 0.03
O -1.5741 0.7153 -0.3859 4.3 0.0 1.3 -0.30
C -0.2932 0.8328 -0.1247 -5.1 1.9 -1.4 0.05
O 1.6269 -0.6819 -0.2141 -3.5 1.5 2.2 -0.55
H -1.8141 -0.6417 -0.1193 1.7 0.7 0.2 0.24
```
Positions in Å, forces in eV/Å.

---

[4]
A cluster of 2 separate species, C16H17NO in total. Source: the OMol25 dataset; level of theory: ωB97M-V with the def2-TZVPD basis set.

Results
SMILES: Cc1c[nH]c2ccccc12.Cc1ccc(O)cc1
Energy relative to the best compared isomer or geometry (same formula, charge and spin) (kJ/mol): 2.6
Multiplicity: 1
HOMO-LUMO gap (eV): 8.657
E_HOMO (eV): -7.775

Geometry as XYZ:
```
35
Properties=species:S:1:pos:R:3:forces:R:3:mulliken_charge:R:1
H 2.6362 4.5393 -1.0650 -0.1 -0.1 0.0 0.34
C 2.1708 2.4731 2.5107 -0.3 -0.2 0.1 -0.83
H 0.8733 -0.2723 2.7846 0.0 -0.1 0.1 0.26
H -0.7618 1.0065 -0.0665 0.0 0.0 -0.1 0.37
H -1.2171 -4.1768 -2.5449 -0.1 0.0 0.0 0.37
C -2.9267 -2.6895 -0.0305 0.1 -0.1 -0.1 0.95
H 1.0093 3.8181 -2.7812 0.0 0.0 0.0 0.37
H -0.6068 0.5275 2.2996 -0.1 0.0 0.1 0.22
C 0.9857 -2.7327 -1.8424 -0.1 0.3 -0.2 -1.40
H -3.4601 -4.1446 -1.5101 0.0 0.0 0.0 0.25
C -0.0210 1.7647 -0.2855 0.0 0.1 0.0 -0.24
H 2.6171 2.4427 3.4897 0.2 0.1 0.0 0.41
C 1.9035 3.7652 -0.8470 0.1 0.1 -0.1 -0.88
C 0.3492 0.6816 2.7996 0.0 0.2 -0.4 -1.29
H 0.8955 -2.8398 -2.9284 0.1 0.0 0.1 0.37
C 1.1195 1.7358 2.0604 0.0 0.1 0.0 0.69
H -2.1223 -1.2396 1.3163 0.0 -0.1 0.0 0.33
N 2.6181 3.3234 1.5237 0.1 0.1 0.0 0.01
H 0.1425 -1.2831 0.2749 -0.2 -0.1 0.0 0.34
C 1.8465 3.1507 0.4023 -0.1 -0.1 0.0 -0.51
H 1.6440 -3.5259 -1.4893 -0.1 -0.1 0.1 0.30
C 0.8897 2.1567 0.7003 0.2 0.0 0.1 1.33
C -2.6681 -3.5166 -1.1150 -0.1 -0.1 0.0 -0.72
H 1.4835 -1.7822 -1.6420 0.0 0.0 0.0 0.35
H 0.1347 0.9741 3.8232 0.1 -0.1 0.1 0.42
C -0.3791 -2.7355 -1.2018 0.0 -0.1 -0.1 0.08
C -0.6569 -1.9151 -0.1129 0.2 0.0 0.0 0.11
H -0.6516 2.0665 -2.2955 -0.2 0.0 -0.2 0.42
C -1.9132 -1.8875 0.4725 0.0 0.1 0.1 -0.49
O -4.1482 -2.6357 0.5780 -0.4 -0.2 -0.2 -0.55
C 0.0366 2.3682 -1.5255 0.1 -0.1 0.2 -0.94
H 3.3681 3.9799 1.6226 0.0 0.0 0.0 0.17
C 0.9889 3.3598 -1.7994 0.1 0.1 0.0 -0.34
C -1.4093 -3.5334 -1.6930 0.2 0.1 0.0 -0.58
H -4.7705 -3.2234 0.1177 0.3 0.3 0.2 0.29
```
Positions in Å, forces in eV/Å.

---

Largest force on an atom, record by record: 7.11, 4.30, 6.31, 0.49 eV Å⁻¹